Entry i
{
  "formula": "C22H28N2O5S",
  "method": "wB97M-V/def2-TZVPD",
  "elements": ["C", "C", "C", "C", "C", "S", "O", "O", "N", "C", "C", "C", "C", "C", "C", "C", "N", "C", "O", "C", "O", "C", "O", "C", "C", "C", "C", "C", "C", "C", "H", "H", "H", "H", "H", "H", "H", "H", "H", "H", "H", "H", "H", "H", "H", "H", "H", "H", "H", "H", "H", "H", "H", "H", "H", "H", "H", "H"],
  "xyz": [[-1.288, -2.803, -0.618], [0.088, -2.209, -0.691], [1.189, -2.973, -0.329], [2.473, -2.460, -0.382], [2.654, -1.167, -0.830], [4.315, -0.501, -0.872], [5.236, -1.584, -1.068], [4.355, 0.595, -1.799], [4.448, -0.011, 0.727], [3.813, 1.257, 1.023], [4.688, 2.451, 0.638], [6.057, 2.327, 1.301], [6.691, 0.991, 0.918], [5.763, -0.154, 1.319], [1.586, -0.381, -1.207], [0.291, -0.888, -1.123], [-0.817, -0.110, -1.477], [-0.857, 1.222, -1.733], [0.071, 1.992, -1.669], [-2.245, 1.708, -2.167], [-3.296, 0.832, -1.776], [-4.258, 1.343, -0.977], [-4.277, 2.484, -0.609], [-5.280, 0.284, -0.635], [-6.297, 0.759, 0.416], [-6.053, -0.213, 1.595], [-4.667, 0.096, 2.098], [-3.803, -0.338, 1.189], [-4.605, -0.936, 0.058], [-5.791, -1.517, 0.833], [-1.788, -2.759, -1.586], [-1.898, -2.281, 0.118], [-1.228, -3.847, -0.322], [1.034, -3.989, 0.002], [3.334, -3.044, -0.105], [2.867, 1.285, 0.481], [3.601, 1.273, 2.098], [4.803, 2.455, -0.446], [4.194, 3.375, 0.941], [6.700, 3.152, 0.989], [5.945, 2.378, 2.388], [6.839, 0.952, -0.163], [7.659, 0.868, 1.407], [6.156, -1.111, 0.976], [5.636, -0.184, 2.407], [1.766, 0.615, -1.578], [-1.706, -0.590, -1.524], [-2.250, 1.783, -3.260], [-2.416, 2.704, -1.745], [-5.760, -0.031, -1.564], [-7.319, 0.670, 0.051], [-6.113, 1.795, 0.696], [-6.844, -0.217, 2.340], [-4.461, 0.637, 3.002], [-2.734, -0.224, 1.187], [-4.084, -1.599, -0.627], [-6.619, -1.826, 0.198], [-5.499, -2.338, 1.486]],
  "nbo_charge": [-0.6472, -0.0360, -0.1897, -0.1961, -0.3102, 2.3190, -0.9454, -0.9401, -0.6765, -0.2267, -0.4265, -0.3978, -0.4193, -0.2280, -0.2425, 0.2174, -0.6336, 0.6612, -0.5873, -0.1829, -0.5364, 0.8197, -0.5806, -0.3189, -0.4028, -0.2644, -0.1690, -0.2247, -0.2532, -0.3766, 0.2139, 0.2217, 0.2312, 0.2134, 0.2408, 0.2201, 0.1979, 0.2304, 0.2109, 0.2120, 0.1887, 0.2099, 0.2110, 0.2379, 0.1938, 0.2758, 0.4195, 0.2142, 0.2486, 0.2405, 0.2152, 0.2409, 0.2233, 0.2213, 0.2186, 0.2221, 0.2036, 0.2180],
  "smiles": "Cc1ccc(S(=O)(=O)N2CCCCC2)cc1NC(=O)COC(=O)[C@@H]1C[C@@H]2C=C[C@H]1C2",
  "homo_energy_ev": -8.8,
  "orbital_gap_ev": 9.23,
  "e_lumo_ev": 0.5
}

***

Entry ii
{
  "formula": "C22H28N2O5S",
  "method": "wB97M-V/def2-TZVPD",
  "elements": ["O", "S", "O", "C", "C", "C", "C", "O", "C", "C", "O", "C", "N", "C", "C", "C", "C", "C", "C", "C", "C", "C", "C", "C", "N", "C", "C", "O", "C", "C", "H", "H", "H", "H", "H", "H", "H", "H", "H", "H", "H", "H", "H", "H", "H", "H", "H", "H", "H", "H", "H", "H", "H", "H", "H", "H", "H", "H"],
  "xyz": [[-0.026, -2.424, -2.911], [-0.537, -1.125, -3.235], [0.199, -0.280, -4.128], [-0.782, -0.222, -1.707], [-0.956, -0.909, -0.523], [-1.088, -0.219, 0.669], [-1.034, 1.175, 0.671], [-1.106, 1.963, 1.773], [-1.017, 1.378, 3.054], [0.384, 0.792, 3.336], [0.324, -0.076, 4.445], [1.430, 1.912, 3.513], [2.798, 1.611, 3.126], [3.253, 2.221, 1.894], [2.607, 1.621, 0.642], [2.597, 0.117, 0.698], [2.294, -0.615, -0.444], [2.218, -1.995, -0.407], [2.458, -2.659, 0.786], [2.773, -1.942, 1.925], [2.839, -0.554, 1.896], [3.179, 0.212, 3.156], [-0.885, 1.858, -0.542], [-0.752, 1.161, -1.723], [-2.024, -1.369, -3.935], [-2.700, -0.241, -4.530], [-3.727, 0.360, -3.563], [-4.616, -0.628, -3.089], [-3.929, -1.661, -2.416], [-2.912, -2.339, -3.340], [-0.956, -1.987, -0.538], [-1.214, -0.777, 1.582], [-1.237, 2.193, 3.751], [-1.771, 0.592, 3.189], [0.667, 0.155, 2.494], [0.211, 0.446, 5.248], [1.440, 2.184, 4.581], [1.098, 2.788, 2.953], [3.064, 3.297, 1.943], [4.335, 2.071, 1.852], [3.137, 1.956, -0.252], [1.574, 1.973, 0.556], [2.108, -0.095, -1.374], [1.957, -2.539, -1.301], [2.400, -3.737, 0.827], [2.959, -2.456, 2.857], [2.713, -0.266, 4.020], [4.266, 0.175, 3.305], [-0.856, 2.936, -0.522], [-0.594, 1.671, -2.660], [-1.938, 0.485, -4.809], [-3.215, -0.590, -5.433], [-4.347, 1.102, -4.071], [-3.213, 0.834, -2.713], [-4.694, -2.372, -2.097], [-3.419, -1.251, -1.530], [-2.294, -3.056, -2.801], [-3.443, -2.854, -4.148]],
  "nbo_charge": [-0.9466, 2.3383, -0.9423, -0.3829, -0.1694, -0.2654, 0.3231, -0.4945, -0.0880, 0.0329, -0.7126, -0.2400, -0.4435, -0.2046, -0.4556, -0.0312, -0.1994, -0.2093, -0.2174, -0.2036, -0.0466, -0.2578, -0.2592, -0.1747, -0.6743, -0.2602, -0.0879, -0.5247, -0.0878, -0.2604, 0.2433, 0.2268, 0.1934, 0.1870, 0.2131, 0.4651, 0.1849, 0.2092, 0.1983, 0.1956, 0.2226, 0.2102, 0.2135, 0.2335, 0.2117, 0.2082, 0.2266, 0.2073, 0.2322, 0.2415, 0.2374, 0.2057, 0.1991, 0.1685, 0.1990, 0.1683, 0.2380, 0.2054],
  "smiles": "O=S(=O)(c1ccc(OC[C@H](O)CN2CCc3ccccc3C2)cc1)N1CCOCC1",
  "homo_energy_ev": -8.3,
  "orbital_gap_ev": 8.89,
  "e_lumo_ev": 0.6
}

***

entry i (29.0 kcal/mol below the next structure)

***

Entry i
{
  "formula": "C5H15N3",
  "method": "wB97M-V/def2-TZVPD",
  "elements": ["C", "C", "C", "C", "C", "N", "N", "N", "H", "H", "H", "H", "H", "H", "H", "H", "H", "H", "H", "H", "H", "H", "H"],
  "xyz": [[-0.646, -0.379, -0.221], [0.731, -2.516, 1.844], [-0.980, 2.139, -0.339], [1.125, 1.076, 0.485], [0.354, 0.686, -1.836], [-1.904, -0.613, -0.373], [0.980, -1.979, 0.533], [-0.099, 0.919, -0.397], [-0.029, -3.274, 1.921], [0.534, -1.752, 2.534], [1.792, -2.872, 1.978], [-0.396, 3.026, -0.304], [-1.645, 2.113, -1.226], [-1.492, 2.159, 0.538], [1.782, 1.843, 0.026], [0.752, 1.435, 1.481], [1.704, 0.139, 0.679], [-0.623, 0.557, -2.577], [1.102, 1.429, -2.159], [0.887, -0.217, -1.877], [-2.132, -1.602, -0.258], [-2.522, 0.216, -0.223], [0.724, -2.533, -0.228]],
  "nbo_charge": [0.5568, -0.4762, -0.4269, -0.4338, -0.4334, -0.7001, -0.2341, -0.3338, 0.2365, 0.2551, 0.3412, 0.2795, 0.2477, 0.2341, 0.2613, 0.2485, 0.2838, 0.2714, 0.2861, 0.2484, 0.4726, 0.4513, 0.3642],
  "homo_energy_ev": [-19.1, -19.1],
  "orbital_gap_ev": [8.61, 8.60],
  "charge": 2,
  "e_lumo_ev": [-10.4, -10.5]
}

***

Entry ii
{
  "formula": "C5H15N3",
  "method": "wB97M-V/def2-TZVPD",
  "elements": ["C", "C", "N", "C", "C", "N", "C", "N", "H", "H", "H", "H", "H", "H", "H", "H", "H", "H", "H", "H", "H", "H", "H"],
  "xyz": [[-2.141, 0.043, 0.898], [-1.477, 0.227, -0.466], [-2.304, 1.234, -1.289], [-0.071, 0.765, -0.267], [1.003, -0.192, 0.248], [1.185, -0.101, 1.614], [1.863, -0.859, -0.536], [3.169, -1.412, -0.151], [-2.196, -1.010, 1.183], [-1.711, 0.611, 1.721], [-3.196, 0.332, 0.956], [-1.525, -0.700, -1.026], [-2.075, 1.048, -2.271], [-1.977, 2.164, -1.037], [-3.305, 1.109, -1.154], [0.021, 1.718, 0.264], [0.433, 1.150, -1.179], [0.429, 0.267, 2.183], [1.715, -0.815, 2.095], [1.709, -0.853, -1.604], [3.609, -1.034, 0.689], [3.813, -1.290, -0.919], [3.029, -2.402, 0.047]],
  "nbo_charge": [-0.6687, -0.0403, -0.6680, -0.4943, 0.2507, -0.7829, -0.2162, -0.6708, 0.2689, 0.2312, 0.2509, 0.2435, 0.4519, 0.4480, 0.4620, 0.2643, 0.2557, 0.4151, 0.3958, 0.2351, 0.4503, 0.4651, 0.4528],
  "smiles": "C[C@@H]([NH3+])C/C(N)=C/[NH3+]",
  "homo_energy_ev": -16.5,
  "orbital_gap_ev": 10.21,
  "charge": 2,
  "e_lumo_ev": -6.3
}

***

entry ii (149.2 kcal/mol below the next structure)

***

Entry i
{
  "formula": "C6H5FO",
  "method": "wB97M-V/def2-TZVPD",
  "elements": ["O", "C", "C", "C", "C", "F", "C", "C", "H", "H", "H", "H", "H"],
  "xyz": [[-2.571, -0.654, -0.605], [-1.446, -0.187, -0.481], [-1.046, 1.234, -0.118], [0.289, 1.315, -0.142], [1.005, 0.019, -0.282], [2.117, -0.142, -1.066], [0.715, -0.814, 0.862], [-0.142, -0.997, -0.432], [-1.860, 2.006, 0.160], [0.972, 2.141, -0.124], [0.436, -0.186, 1.700], [1.410, -1.551, 1.227], [0.121, -2.182, -0.698]],
  "nbo_charge": [-0.5117, 0.5450, -0.3059, -0.1503, 0.2843, -0.3212, -0.4009, -0.3572, 0.2526, 0.2302, 0.2190, 0.2381, 0.2779],
  "smiles": "O=C1C=C[C@@]2(F)C[C@@H]12",
  "homo_energy_ev": -9.7,
  "orbital_gap_ev": 9.69,
  "e_lumo_ev": 0.0
}

***

Entry ii
{
  "formula": "C6H5FO",
  "method": "wB97M-V/def2-TZVPD",
  "elements": ["C", "C", "C", "C", "F", "C", "C", "O", "H", "H", "H", "H", "H"],
  "xyz": [[-0.071, -0.070, 2.193], [-0.158, -0.102, 0.841], [-1.292, -0.287, -0.078], [-0.839, -0.075, -1.335], [-1.523, -0.022, -2.489], [0.652, 0.146, -1.429], [1.062, 0.104, 0.005], [2.157, 0.272, 0.491], [1.003, 0.094, 2.454], [-0.795, -0.185, 2.955], [-2.231, -0.447, 0.288], [0.840, 1.140, -1.867], [1.196, -0.568, -2.029]],
  "nbo_charge": [-0.3294, -0.1505, -0.3163, 0.4651, -0.3093, -0.5890, 0.5690, -0.5143, 0.2273, 0.2096, 0.2279, 0.2542, 0.2558],
  "smiles": "C=C1C=C(F)CC1=O",
  "homo_energy_ev": -9.0,
  "orbital_gap_ev": 9.12,
  "e_lumo_ev": 0.1
}

***

entry ii (32.3 kcal/mol below the next structure)

***

Entry i
{
  "formula": "C37H25FeN8Si",
  "method": "wB97M-V/def2-TZVPD",
  "elements": ["Fe", "C", "C", "C", "C", "C", "N", "C", "N", "C", "C", "C", "C", "C", "C", "C", "C", "N", "C", "N", "C", "N", "C", "N", "C", "N", "C", "C", "C", "C", "C", "C", "C", "C", "C", "C", "C", "C", "N", "C", "C", "H", "H", "H", "H", "H", "H", "H", "H", "H", "H", "H", "H", "H", "H", "H", "H", "C", "Si", "C", "C", "C", "C", "H", "H", "H", "H", "H", "H", "H", "H", "H"],
  "xyz": [[-0.131, 0.849, 0.120], [-5.908, 0.846, 3.207], [-6.335, 1.509, 2.075], [-5.464, 1.798, 0.989], [-4.151, 1.363, 1.155], [-2.975, 1.486, 0.320], [-1.840, 1.047, 0.975], [-2.239, 0.522, 2.243], [-1.453, 0.195, 3.261], [-0.136, 0.113, 3.131], [0.760, 0.327, 4.200], [0.593, 0.637, 5.589], [1.695, 0.870, 6.381], [2.979, 0.862, 5.836], [3.203, 0.613, 4.473], [2.105, 0.209, 3.735], [2.058, 0.046, 2.304], [3.059, 0.176, 1.473], [2.885, 0.514, 0.169], [1.728, 0.887, -0.503], [1.990, 0.997, -1.830], [1.214, 1.262, -2.868], [-0.065, 1.476, -2.780], [-0.789, 1.523, -1.589], [-2.123, 1.665, -1.892], [-3.109, 1.732, -1.030], [-2.258, 1.886, -3.384], [-3.361, 1.974, -4.203], [-3.132, 2.232, -5.558], [-1.817, 2.247, -6.143], [-0.768, 1.964, -5.305], [-0.937, 1.883, -3.911], [3.439, 0.807, -2.058], [4.255, 0.907, -3.170], [5.563, 0.390, -3.097], [6.039, -0.118, -1.836], [5.276, -0.023, -0.703], [3.952, 0.330, -0.791], [0.670, -0.184, 1.965], [-3.712, 0.741, 2.375], [-4.573, 0.470, 3.422], [-6.682, 0.501, 3.942], [-7.407, 1.750, 2.024], [-5.862, 2.408, 0.149], [-0.416, 0.682, 6.037], [1.437, 1.015, 7.459], [3.779, 0.912, 6.575], [4.199, 0.602, 4.103], [-4.348, 1.940, -3.836], [-3.988, 2.393, -6.227], [-1.677, 2.556, -7.203], [0.245, 2.006, -5.721], [3.914, 1.373, -4.103], [6.148, 0.182, -3.943], [6.907, -0.764, -1.785], [5.753, -0.341, 0.301], [-4.263, -0.079, 4.294], [1.088, -4.853, 0.751], [0.355, -3.645, -0.540], [1.635, -3.270, -1.872], [-1.385, -4.069, -1.225], [0.037, -2.054, 0.334], [0.217, -0.937, 0.897], [0.453, -5.041, 1.613], [2.102, -4.413, 1.093], [1.364, -5.888, 0.448], [1.911, -4.184, -2.330], [2.403, -2.714, -1.327], [1.125, -2.643, -2.619], [-1.493, -5.108, -1.291], [-1.565, -3.660, -2.201], [-2.176, -3.691, -0.542]],
  "lowdin_spin": [1.0336, 0.0306, 0.0240, 0.0243, 0.0428, 0.1826, 0.0529, 0.1941, 0.1726, 0.2421, 0.0778, 0.0560, 0.0310, 0.0816, 0.0126, 0.0887, 0.1786, 0.1435, 0.2273, 0.0285, 0.1378, 0.0599, 0.1065, 0.0398, 0.1290, 0.0245, 0.0253, 0.0096, 0.0162, 0.0149, 0.0095, 0.0236, 0.0567, 0.0061, 0.0514, 0.0154, 0.0325, 0.0382, 0.0351, 0.0454, 0.0196, 0.0013, 0.0007, 0.0011, 0.0028, 0.0005, 0.0045, -0.0008, 0.0002, 0.0007, 0.0005, 0.0001, -0.0005, 0.0032, -0.0001, 0.0014, 0.0011, 0.0089, 0.0230, 0.0005, 0.0018, 0.1136, 0.0108, 0.0003, 0.0004, 0.0017, -0.0001, 0.0000, 0.0001, 0.0002, 0.0001, 0.0001],
  "homo_energy_ev": [-2.5, -3.7],
  "orbital_gap_ev": [4.72, 4.27],
  "charge": -1,
  "e_lumo_ev": [2.3, 0.5],
  "spin_multiplicity": 5
}

***

Entry ii
{
  "formula": "C37H25FeN8Si",
  "method": "wB97M-V/def2-TZVPD",
  "elements": ["Fe", "C", "C", "C", "C", "C", "N", "C", "N", "C", "C", "C", "C", "C", "C", "C", "C", "N", "C", "N", "C", "N", "C", "N", "C", "N", "C", "C", "C", "C", "C", "C", "C", "C", "C", "C", "C", "C", "N", "C", "C", "H", "H", "H", "H", "H", "H", "H", "H", "H", "H", "H", "H", "H", "H", "H", "H", "C", "Si", "C", "C", "C", "C", "H", "H", "H", "H", "H", "H", "H", "H", "H"],
  "xyz": [[-3.962, 6.029, 19.556], [0.168, 9.602, 23.064], [0.290, 10.326, 21.911], [-0.170, 9.826, 20.683], [-0.874, 8.636, 20.613], [-1.723, 7.980, 19.692], [-2.419, 6.947, 20.277], [-1.887, 6.815, 21.545], [-2.091, 5.902, 22.504], [-2.958, 4.922, 22.256], [-3.135, 3.795, 23.231], [-2.418, 3.241, 24.252], [-2.831, 1.994, 24.764], [-3.835, 1.235, 24.221], [-4.522, 1.732, 23.067], [-4.165, 2.940, 22.585], [-4.605, 3.634, 21.371], [-5.516, 3.135, 20.572], [-5.748, 3.624, 19.336], [-5.061, 4.673, 18.733], [-5.371, 4.686, 17.396], [-5.020, 5.566, 16.390], [-3.971, 6.316, 16.584], [-3.442, 6.658, 17.818], [-2.422, 7.522, 17.574], [-1.750, 8.373, 18.434], [-2.240, 7.740, 16.155], [-1.443, 8.534, 15.394], [-1.604, 8.505, 14.019], [-2.384, 7.543, 13.377], [-3.275, 6.787, 14.148], [-3.156, 6.871, 15.539], [-6.281, 3.602, 17.159], [-6.921, 3.300, 15.979], [-7.887, 2.287, 15.974], [-8.119, 1.570, 17.126], [-7.539, 1.934, 18.329], [-6.569, 2.918, 18.370], [-3.834, 4.725, 21.138], [-1.040, 7.890, 21.833], [-0.567, 8.391, 23.053], [0.477, 10.085, 23.955], [0.835, 11.200, 21.861], [-0.091, 10.344, 19.754], [-1.743, 3.915, 24.751], [-2.234, 1.606, 25.541], [-4.049, 0.258, 24.661], [-5.330, 1.121, 22.596], [-0.805, 9.244, 15.829], [-1.012, 9.182, 13.411], [-2.419, 7.472, 12.266], [-4.052, 6.151, 13.682], [-6.637, 3.837, 15.087], [-8.420, 2.267, 15.030], [-8.845, 0.746, 17.151], [-7.822, 1.338, 19.191], [-0.844, 7.920, 23.997], [-8.894, 8.603, 20.343], [-7.247, 9.299, 20.918], [-6.894, 10.849, 19.828], [-7.419, 9.689, 22.706], [-5.959, 8.043, 20.592], [-5.122, 7.262, 20.026], [-9.648, 9.215, 20.878], [-9.064, 7.491, 20.514], [-9.078, 8.729, 19.283], [-5.777, 10.805, 19.598], [-7.182, 11.781, 20.363], [-7.496, 10.836, 18.934], [-7.359, 8.743, 23.208], [-8.145, 10.310, 23.240], [-6.456, 10.195, 22.898]],
  "lowdin_spin": [0.9423, 0.0182, 0.0487, 0.0115, 0.0512, 0.1285, 0.0538, 0.2083, 0.0225, 0.2153, 0.0226, 0.0392, 0.0154, 0.0389, 0.0137, 0.0294, 0.1352, 0.0855, 0.2256, 0.0256, 0.2011, 0.1611, 0.1782, 0.0271, 0.2305, 0.1108, 0.0679, 0.0273, 0.0356, 0.0456, 0.0195, 0.0662, 0.0614, 0.0188, 0.0497, 0.0293, 0.0352, 0.0592, 0.0687, 0.0332, 0.0476, -0.0002, 0.0035, -0.0005, 0.0016, -0.0001, 0.0021, -0.0001, 0.0012, 0.0013, 0.0022, 0.0005, 0.0000, 0.0031, 0.0007, 0.0018, 0.0024, 0.0035, 0.0203, 0.0059, 0.0000, 0.1103, -0.0672, 0.0003, 0.0002, 0.0001, 0.0006, 0.0006, 0.0002, 0.0002, -0.0001, 0.0001],
  "homo_energy_ev": [-2.6, -5.9],
  "orbital_gap_ev": [4.90, 6.43],
  "charge": -1,
  "e_lumo_ev": [2.3, 0.6],
  "spin_multiplicity": 5
}

***

entry ii (34.3 kcal/mol below the next structure)